1.
Entry from OMol25: a 2-piece molecular cluster, C4H12 overall in a non-equilibrium geometry (wB97M-V/def2-TZVPD).

Geometry as ORCA input:
```
! RIJCOSX wB97M-V def2-TZVPD def2/J DEFGRID3
* xyz 0 1
C -1.109 -1.420 1.744
C 0.275 -2.060 1.344
H -1.632 -1.658 2.735
H -0.825 -0.320 1.887
H -1.924 -1.828 0.980
H 0.134 -2.999 0.689
H 0.972 -1.473 0.666
H 0.864 -2.025 2.283
C -0.350 1.783 -1.681
C 1.208 1.716 -1.493
H -0.766 0.932 -2.161
H -0.764 1.725 -0.541
H -0.659 2.827 -2.050
H 1.739 2.619 -1.424
H 1.580 1.062 -2.477
H 1.255 1.118 -0.502
*
```

Results
strongest force on any atom: 0.099 Eh/bohr
molar mass: 60.140 g mol⁻¹
E: -159.50650 Ha
energy relative to the best compared isomer or geometry (same formula, charge and spin): 206.0 kJ/mol
SMILES: CC.CC

Charges obtained by natural (NBO) population analysis, quoted in units of e: number 1, C, carries -0.639; number 2, C, carries -0.637; number 3, H, carries 0.213; number 4, H, carries 0.214; number 5, H, carries 0.212; number 6, H, carries 0.214; number 7, H, carries 0.208; number 8, H, carries 0.214; number 9, C, carries -0.609; number 10, C, carries -0.606; number 11, H, carries 0.211; number 12, H, carries 0.187; number 13, H, carries 0.209; number 14, H, carries 0.207; number 15, H, carries 0.195; number 16, H, carries 0.206


2.
Entry from OMol25: a 2-piece molecular cluster, C6H15N2O2PS overall in a non-equilibrium geometry (wB97M-V/def2-TZVPD).

Geometry as ORCA input:
```
! RIJCOSX wB97M-V def2-TZVPD def2/J DEFGRID3
* xyz 0 1
C 2.117 0.008 0.909
C 1.511 -1.255 0.204
C 2.091 1.374 0.175
C -0.225 -1.934 -1.307
C -0.078 2.332 0.823
C -3.738 -0.525 -0.336
N 0.239 -0.889 -0.347
N 0.705 1.746 -0.176
O -2.008 -0.535 1.491
O -1.393 1.100 -1.433
P 0.099 0.818 -1.435
S -2.779 0.363 0.612
H 1.401 -0.092 1.818
H 3.035 -0.321 1.174
H 2.248 -1.604 -0.676
H 1.505 -2.027 0.887
H 2.550 1.943 1.000
H 2.842 1.291 -0.733
H -1.147 -1.713 -1.632
H 0.406 -1.949 -2.117
H -0.319 -2.988 -1.064
H 0.302 2.022 1.815
H -0.038 3.332 0.578
H -1.067 1.955 0.627
H -3.741 -1.606 -0.043
H -0.391 -0.892 0.359
H -4.124 0.047 -1.174
*
```

Results
strongest force on any atom: 0.114 Eh/bohr
molar mass: 210.239 g mol⁻¹
E: -1237.03557 Ha
energy relative to the best compared isomer or geometry (same formula, charge and spin): 346.6 kJ/mol

Charges obtained by natural (NBO) population analysis, quoted in units of e: number 1, C, carries -0.412; number 2, C, carries -0.202; number 3, C, carries -0.238; number 4, C, carries -0.427; number 5, C, carries -0.415; number 6, C, carries -0.791; number 7, N, carries -0.624; number 8, N, carries -0.805; number 9, O, carries -0.984; number 10, O, carries -1.168; number 11, P, carries 1.448; number 12, S, carries 1.263; number 13, H, carries 0.194; number 14, H, carries 0.206; number 15, H, carries 0.181; number 16, H, carries 0.198; number 17, H, carries 0.217; number 18, H, carries 0.217; number 19, H, carries 0.217; number 20, H, carries 0.207; number 21, H, carries 0.205; number 22, H, carries 0.185; number 23, H, carries 0.198; number 24, H, carries 0.213; number 25, H, carries 0.246; number 26, H, carries 0.419; number 27, H, carries 0.254


3.
Entry from OMol25: C22H17AsClF4N6O2PtS as an isolated structure (wB97M-V/def2-TZVPD).

Geometry as ORCA input:
```
! RIJCOSX wB97M-V def2-TZVPD def2/J DEFGRID3
* xyz 3 1
Pt -1.706 -0.241 0.193
F 0.788 3.672 1.374
C 1.678 3.763 2.375
C 2.010 4.979 2.854
F 1.452 6.039 2.322
C 2.978 5.130 3.918
C 3.558 3.895 4.397
C 3.210 2.682 3.893
F 3.759 1.593 4.392
C 2.244 2.549 2.857
C 1.879 1.301 2.334
C 0.806 1.054 1.465
N 0.069 0.660 0.663
C 2.511 0.058 2.656
N 2.987 -0.981 2.788
F 4.430 3.945 5.364
C 3.314 6.355 4.443
C 4.284 6.534 5.471
N 5.033 6.734 6.322
C 2.716 7.577 4.011
N 2.263 8.575 3.665
C -1.485 4.741 -0.985
As -1.455 2.957 -1.678
C -2.402 2.914 -3.344
C 0.344 2.366 -1.969
S -2.757 1.620 -0.431
H -1.173 5.390 -1.804
H -0.798 4.833 -0.148
H -2.499 4.998 -0.682
H -1.945 3.670 -3.985
H -3.450 3.158 -3.177
H -2.310 1.929 -3.794
H 0.703 2.934 -2.830
H 0.372 1.305 -2.203
H 0.956 2.583 -1.099
Cl -2.224 -4.413 2.109
C -0.769 -3.415 2.323
C -1.027 -2.222 1.486
O -1.552 -1.133 1.977
O -0.852 -2.127 0.241
H 0.110 -3.947 1.962
H -0.658 -3.141 3.369
N -6.838 -3.348 -1.009
C -5.725 -2.680 -0.738
C -4.611 -2.703 -1.615
C -3.493 -1.991 -1.314
N -3.399 -1.241 -0.187
C -4.441 -1.222 0.682
C -5.587 -1.913 0.447
H -6.931 -3.897 -1.847
H -7.622 -3.343 -0.379
H -4.629 -3.295 -2.520
H -2.628 -2.019 -1.963
H -4.320 -0.636 1.583
H -6.385 -1.871 1.176
*
```

Results
strongest force on any atom: 0.016 Eh/bohr
molar mass: 810.930 g mol⁻¹
E: -4939.34252 Ha
energy relative to the best compared isomer or geometry (same formula, charge and spin): 0.0 kJ/mol

Charges obtained by natural (NBO) population analysis, quoted in units of e: number 1, Pt, carries 1.334; number 2, F, carries -0.322; number 3, C, carries 0.318; number 4, C, carries 0.429; number 5, F, carries -0.247; number 6, C, carries -0.153; number 7, C, carries 0.439; number 8, C, carries 0.349; number 9, F, carries -0.255; number 10, C, carries 0.023; number 11, C, carries -0.370; number 12, C, carries 0.569; number 13, N, carries -0.562; number 14, C, carries 0.229; number 15, N, carries -0.196; number 16, F, carries -0.227; number 17, C, carries 0.023; number 18, C, carries 0.178; number 19, N, carries -0.049; number 20, C, carries 0.189; number 21, N, carries -0.079; number 22, C, carries -0.950; number 23, As, carries 1.477; number 24, C, carries -0.944; number 25, C, carries -0.946; number 26, S, carries -0.223; number 27, H, carries 0.286; number 28, H, carries 0.276; number 29, H, carries 0.284; number 30, H, carries 0.289; number 31, H, carries 0.282; number 32, H, carries 0.274; number 33, H, carries 0.291; number 34, H, carries 0.272; number 35, H, carries 0.269; number 36, Cl, carries 0.065; number 37, C, carries -0.506; number 38, C, carries 0.807; number 39, O, carries -0.479; number 40, O, carries -0.527; number 41, H, carries 0.293; number 42, H, carries 0.284; number 43, N, carries -0.689; number 44, C, carries 0.287; number 45, C, carries -0.273; number 46, C, carries 0.053; number 47, N, carries -0.508; number 48, C, carries 0.049; number 49, C, carries -0.273; number 50, H, carries 0.429; number 51, H, carries 0.429; number 52, H, carries 0.262; number 53, H, carries 0.236; number 54, H, carries 0.238; number 55, H, carries 0.263


4.
Entry from OMol25: an isolated molecule of C4H6O2 in a non-equilibrium geometry (wB97M-V/def2-TZVPD).

Geometry as ORCA input:
```
! RIJCOSX wB97M-V def2-TZVPD def2/J DEFGRID3
* xyz 0 1
O 0.116 -1.877 0.763
C -0.605 -1.055 0.230
C -1.500 -0.141 0.855
C 1.017 0.770 0.227
C 0.655 0.246 -1.120
O -0.380 -0.700 -1.116
H -2.315 0.304 0.285
H -1.687 -0.310 1.916
H 1.716 1.617 0.171
H 1.067 0.192 1.135
H 1.567 -0.153 -1.610
H 0.348 1.104 -1.736
*
```

Results
strongest force on any atom: 0.025 Eh/bohr
molar mass: 86.090 g mol⁻¹
E: -306.34355 Ha
energy relative to the best compared isomer or geometry (same formula, charge and spin): 427.3 kJ/mol

Charges obtained by natural (NBO) population analysis, quoted in units of e: number 1, O, carries -0.535; number 2, C, carries 0.665; number 3, C, carries -0.360; number 4, C, carries -0.282; number 5, C, carries -0.151; number 6, O, carries -0.546; number 7, H, carries 0.208; number 8, H, carries 0.201; number 9, H, carries 0.189; number 10, H, carries 0.208; number 11, H, carries 0.205; number 12, H, carries 0.199


5.
Entry from OMol25: an isolated molecule of C28H25N3O3S (wB97M-V/def2-TZVPD).

Geometry as ORCA input:
```
! RIJCOSX wB97M-V def2-TZVPD def2/J DEFGRID3
* xyz 0 1
C 5.900 3.479 -1.368
O 4.534 3.760 -1.186
C 3.641 2.734 -1.284
C 2.301 3.071 -1.091
C 1.315 2.111 -1.162
C 1.644 0.786 -1.438
N 0.643 -0.208 -1.511
C 0.809 -1.412 -0.866
O 1.824 -1.694 -0.255
C -0.316 -2.356 -1.012
C -0.367 -3.501 -0.228
C -1.361 -4.438 -0.427
C -2.296 -4.245 -1.434
C -2.260 -3.110 -2.221
C -1.281 -2.146 -2.005
N -1.177 -0.998 -2.766
C -0.652 0.154 -2.051
C -1.639 0.600 -0.978
C -2.908 1.034 -1.334
C -3.845 1.349 -0.366
C -3.538 1.225 0.986
O -4.403 1.503 2.000
C -5.710 1.915 1.682
C -2.251 0.806 1.354
C -1.859 0.645 2.785
S -1.464 -1.103 3.179
C 0.275 -1.156 2.892
C 0.947 -2.362 3.079
C 2.306 -2.385 2.841
C 2.943 -1.220 2.432
C 2.179 -0.079 2.279
N 0.876 -0.043 2.510
C -1.329 0.506 0.368
C 2.976 0.451 -1.640
C 3.969 1.411 -1.558
H 6.416 4.429 -1.243
H 6.268 2.768 -0.621
H 6.101 3.088 -2.371
H 2.056 4.099 -0.876
H 0.289 2.393 -0.984
H 0.391 -3.632 0.530
H -1.407 -5.322 0.191
H -3.067 -4.983 -1.602
H -2.993 -2.958 -3.001
H -1.974 -0.798 -3.352
H -0.497 0.958 -2.784
H -3.176 1.134 -2.377
H -4.821 1.684 -0.680
H -6.212 2.058 2.637
H -5.710 2.861 1.129
H -6.243 1.154 1.104
H -0.945 1.195 3.008
H -2.668 0.929 3.454
H 0.400 -3.239 3.390
H 2.864 -3.301 2.962
H 3.999 -1.206 2.219
H 2.610 0.857 1.947
H -0.342 0.203 0.679
H 3.242 -0.571 -1.853
H 4.993 1.112 -1.715
*
```

Results
strongest force on any atom: 0.011 Eh/bohr
molar mass: 483.593 g mol⁻¹
E: -1870.18467 Ha
energy relative to the best compared isomer or geometry (same formula, charge and spin): 0.0 kJ/mol
SMILES: COc1ccc(N2C(=O)c3ccccc3N[C@H]2c2ccc(OC)c(CSc3ccccn3)c2)cc1

Charges obtained by natural (NBO) population analysis, quoted in units of e: number 1, C, carries -0.251; number 2, O, carries -0.494; number 3, C, carries 0.302; number 4, C, carries -0.254; number 5, C, carries -0.216; number 6, C, carries 0.103; number 7, N, carries -0.463; number 8, C, carries 0.686; number 9, O, carries -0.622; number 10, C, carries -0.244; number 11, C, carries -0.120; number 12, C, carries -0.259; number 13, C, carries -0.165; number 14, C, carries -0.282; number 15, C, carries 0.287; number 16, N, carries -0.610; number 17, C, carries 0.128; number 18, C, carries -0.114; number 19, C, carries -0.141; number 20, C, carries -0.314; number 21, C, carries 0.290; number 22, O, carries -0.501; number 23, C, carries -0.249; number 24, C, carries 0.013; number 25, C, carries -0.566; number 26, S, carries 0.246; number 27, C, carries 0.067; number 28, C, carries -0.276; number 29, C, carries -0.142; number 30, C, carries -0.256; number 31, C, carries 0.071; number 32, N, carries -0.500; number 33, C, carries -0.216; number 34, C, carries -0.116; number 35, C, carries -0.324; number 36, H, carries 0.200; number 37, H, carries 0.175; number 38, H, carries 0.175; number 39, H, carries 0.225; number 40, H, carries 0.226; number 41, H, carries 0.234; number 42, H, carries 0.214; number 43, H, carries 0.213; number 44, H, carries 0.206; number 45, H, carries 0.385; number 46, H, carries 0.221; number 47, H, carries 0.194; number 48, H, carries 0.218; number 49, H, carries 0.201; number 50, H, carries 0.176; number 51, H, carries 0.177; number 52, H, carries 0.269; number 53, H, carries 0.249; number 54, H, carries 0.223; number 55, H, carries 0.216; number 56, H, carries 0.220; number 57, H, carries 0.197; number 58, H, carries 0.242; number 59, H, carries 0.228; number 60, H, carries 0.219


6.
Entry from OMol25: an isolated ion of composition C10H8IO and charge +1 in a non-equilibrium geometry (wB97M-V/def2-TZVPD).

Geometry as ORCA input:
```
! RIJCOSX wB97M-V def2-TZVPD def2/J DEFGRID3
* xyz 1 1
C 1.012 -1.155 2.612
C -0.286 -1.524 2.289
C 1.721 -0.324 1.767
C -0.844 -1.046 1.121
C 1.189 0.177 0.569
C -0.128 -0.211 0.265
C 2.090 1.038 -0.195
C 1.935 1.620 -1.350
C -0.559 0.825 -1.837
C -1.424 1.138 -2.955
O -0.907 0.131 -0.848
I 2.572 2.765 -2.857
H 1.471 -1.511 3.520
H -0.856 -2.172 2.934
H 2.730 -0.045 2.032
H -1.854 -1.308 0.841
H 3.052 1.198 0.302
H -0.869 1.039 -3.889
H -1.699 2.193 -2.876
H -2.334 0.531 -2.979
*
```

Results
strongest force on any atom: 0.081 Eh/bohr
molar mass: 271.077 g mol⁻¹
E: -758.35667 Ha

Charges obtained by natural (NBO) population analysis, quoted in units of e: number 1, C, carries -0.180; number 2, C, carries -0.161; number 3, C, carries -0.144; number 4, C, carries -0.227; number 5, C, carries -0.138; number 6, C, carries 0.336; number 7, C, carries -0.317; number 8, C, carries -0.078; number 9, C, carries 0.557; number 10, C, carries -0.785; number 11, O, carries -0.434; number 12, I, carries 0.505; number 13, H, carries 0.241; number 14, H, carries 0.243; number 15, H, carries 0.227; number 16, H, carries 0.245; number 17, H, carries 0.279; number 18, H, carries 0.281; number 19, H, carries 0.295; number 20, H, carries 0.256


Copy entry 1 word for word.
Entry from OMol25: a 2-piece molecular cluster, C4H12 overall in a non-equilibrium geometry (wB97M-V/def2-TZVPD).

Geometry as ORCA input:
```
! RIJCOSX wB97M-V def2-TZVPD def2/J DEFGRID3
* xyz 0 1
C -1.109 -1.420 1.744
C 0.275 -2.060 1.344
H -1.632 -1.658 2.735
H -0.825 -0.320 1.887
H -1.924 -1.828 0.980
H 0.134 -2.999 0.689
H 0.972 -1.473 0.666
H 0.864 -2.025 2.283
C -0.350 1.783 -1.681
C 1.208 1.716 -1.493
H -0.766 0.932 -2.161
H -0.764 1.725 -0.541
H -0.659 2.827 -2.050
H 1.739 2.619 -1.424
H 1.580 1.062 -2.477
H 1.255 1.118 -0.502
*
```

Results
strongest force on any atom: 0.099 Eh/bohr
molar mass: 60.140 g mol⁻¹
E: -159.50650 Ha
energy relative to the best compared isomer or geometry (same formula, charge and spin): 206.0 kJ/mol
SMILES: CC.CC

Charges obtained by natural (NBO) population analysis, quoted in units of e: number 1, C, carries -0.639; number 2, C, carries -0.637; number 3, H, carries 0.213; number 4, H, carries 0.214; number 5, H, carries 0.212; number 6, H, carries 0.214; number 7, H, carries 0.208; number 8, H, carries 0.214; number 9, C, carries -0.609; number 10, C, carries -0.606; number 11, H, carries 0.211; number 12, H, carries 0.187; number 13, H, carries 0.209; number 14, H, carries 0.207; number 15, H, carries 0.195; number 16, H, carries 0.206


> Look up the E of the fourth one.

-306.34355 Ha


> Which of these has the highest E?

C4H12